The following is a quantum chemistry calculation of 2 unconnected molecules or ions with the total composition C6H8N2O, from OMol25.

Cartesian coordinates (Å):
C: 2.6379 1.1035 -0.9429
C: -1.4017 0.4284 -1.5912
C: -0.2961 0.7466 1.3229
C: -1.5028 -1.2696 0.2378
C: -0.7062 -0.6211 -0.9321
C: -0.2675 -0.5166 0.5935
N: 3.1937 0.1175 -0.8488
N: -1.8931 1.3963 -1.9616
O: 0.8963 -1.3590 0.6087
H: 0.6966 1.1413 1.2217
H: -0.4961 0.5717 2.3507
H: -0.9253 1.5996 0.9372
H: -1.4265 -2.3316 0.3999
H: 2.1971 2.0729 -1.0592
H: -2.5442 -0.9824 0.3297
H: 0.0649 -1.1390 -1.3803
H: 1.7731 -0.9584 0.7140

As for the SMILES: C[C@@]1(O)C[C@H]1C#N.C#N. Its energy relative to the best compared isomer or geometry (same formula, charge and spin) is 263.3 kJ/mol. Its frontier orbital gap is 10.37 eV. The LUMO energy is 0.8 eV. As for the net charge: 0. As for the spin multiplicity: 1.